Formula: C42H117N7O20
Source: the Open Molecules 2025 dataset
Level of theory: ωB97M-V/def2-TZVPD

Geometry as XYZ:
```
186
Properties=species:S:1:pos:R:3:forces:R:3:mulliken_charge:R:1
C -4.718 -3.803 4.082 0.5 0.4 -0.4 -0.73
O -2.218 -3.878 -7.604 -0.8 -1.7 -0.1 -0.37
C -5.144 -5.331 5.946 0.0 0.0 -0.7 -0.71
H -11.180 -7.988 18.906 -0.7 0.5 0.0 0.27
H -11.284 -7.277 3.008 -0.2 -1.0 -0.1 0.31
H 0.527 -10.716 5.249 -0.1 -0.5 0.3 0.26
H -3.309 2.979 -7.904 -0.5 0.6 -0.2 0.28
H -2.840 -3.261 -11.718 -0.4 0.6 -0.4 0.25
H -0.872 -0.139 -14.779 0.0 -0.6 0.0 0.31
H -2.453 -2.425 5.310 -0.5 -0.5 0.1 0.33
H 4.994 9.081 6.116 0.2 0.4 0.8 0.31
H -9.406 -1.145 -2.030 0.2 -0.2 -0.2 0.40
H -1.170 0.459 12.290 -0.1 -0.1 0.6 0.30
H -10.290 -12.961 9.370 -0.5 0.0 -0.4 0.28
H 1.233 6.578 3.574 0.0 -0.2 -0.3 0.28
H -9.379 -1.378 10.380 -0.3 0.0 -0.6 0.24
H -0.475 -1.748 -10.710 -0.5 -0.2 0.5 0.40
C 2.845 8.104 5.179 -0.8 0.5 -0.4 -0.70
O -8.637 -0.457 12.645 0.1 -0.2 0.1 -0.52
H 1.604 5.779 4.939 -0.1 -0.8 -0.3 0.28
H 3.496 7.389 5.683 0.2 -0.1 0.3 0.34
H -7.426 -3.314 -4.035 0.0 -0.4 0.2 0.26
H 1.476 6.805 7.227 -0.2 -0.5 0.0 0.34
H -1.253 -2.507 -8.566 0.4 0.4 -1.3 0.36
H -6.283 5.903 2.329 -0.4 0.3 0.3 0.29
H -8.881 -12.312 8.607 0.3 0.2 0.2 0.27
H -2.418 -1.192 -13.001 0.3 0.2 -0.4 0.34
H 0.279 2.310 15.257 0.3 -0.4 -0.2 0.36
H -4.641 -2.323 1.668 0.0 -0.5 0.1 0.21
H -11.296 -9.120 1.273 -0.3 -0.2 -0.7 0.24
H -5.573 -3.200 4.386 -0.1 0.0 0.4 0.40
O -8.485 0.373 9.663 0.3 -0.2 1.2 -0.52
H -10.259 -9.102 18.506 0.5 -0.5 -0.6 0.28
O -2.359 1.806 -5.086 -0.1 0.3 1.3 -0.53
H -2.307 -1.207 4.207 -0.2 0.3 -0.5 0.41
H -3.794 -7.977 14.830 -0.3 -0.6 0.0 0.33
H -7.789 -1.530 9.553 0.0 -0.4 0.2 0.31
H -8.234 -2.030 -4.492 0.0 0.4 -0.1 0.27
H -3.747 0.607 -7.770 -1.1 -0.9 -0.1 0.33
H -9.272 -9.528 16.185 0.0 0.3 0.4 0.31
C -3.258 -11.956 13.011 -0.5 -0.3 -0.6 -1.47
H -2.239 1.781 -7.556 0.3 -0.4 0.9 0.32
C 0.691 -8.615 5.292 0.7 -0.5 0.2 -0.45
H -9.482 -4.827 -4.413 0.4 0.1 -0.2 0.33
H 1.620 -8.569 4.724 0.3 0.3 0.3 0.34
H -2.969 1.146 -4.748 0.0 -0.1 0.1 0.30
H 4.739 9.687 4.564 0.0 0.3 -0.5 0.30
C -3.672 -2.768 3.474 -0.3 -0.4 2.2 0.52
H -0.406 -9.802 7.633 -0.5 0.1 0.2 0.32
H -4.394 4.566 2.504 -0.3 0.2 0.2 0.32
C -0.467 2.040 14.509 -0.6 -0.1 -0.5 -0.73
H -1.164 5.390 14.166 -0.4 0.0 0.4 0.43
O -4.191 -4.629 5.115 -0.2 0.2 0.9 -0.31
H -0.914 1.079 14.761 -0.2 0.0 0.3 0.33
H -12.170 -6.465 0.501 -0.2 0.2 -0.2 0.30
C -10.712 -7.529 13.910 0.0 -0.8 1.9 -0.58
O -10.529 -12.165 7.440 -1.2 -0.1 0.1 -0.51
O -9.462 -8.956 2.064 0.4 0.4 0.1 -0.51
H -5.064 -5.200 7.025 0.7 0.8 0.0 0.26
N -1.871 3.608 15.921 -0.5 -1.7 1.4 -0.73
C 4.367 9.796 5.583 0.3 0.1 -0.8 -0.71
N -8.016 -2.579 -3.673 0.4 0.2 -0.4 -0.72
H 3.167 8.210 4.143 -0.1 -0.9 -0.5 0.39
N -1.034 -11.018 13.157 0.9 0.7 -0.7 -0.68
C -3.072 -1.877 4.599 0.7 -0.2 -0.3 -1.38
H -9.987 -12.001 6.664 0.2 0.0 0.1 0.31
H -2.799 -9.976 12.762 0.3 0.5 0.2 0.18
H -2.204 4.561 15.936 0.1 0.1 -0.1 0.25
H 0.080 1.263 11.377 -0.5 0.2 -0.5 0.22
C -10.464 -8.418 1.219 -1.8 0.6 1.9 -0.31
H -10.248 -3.325 -5.053 0.1 0.1 -0.3 0.36
C -0.618 4.448 14.212 0.3 0.7 -2.4 -1.40
H -1.716 -4.699 -10.723 0.9 -0.4 0.6 0.35
H -10.895 -6.622 14.487 -0.4 0.3 -0.2 0.21
H -2.082 -0.228 -11.519 -0.6 0.5 -0.4 0.26
H -10.338 -1.229 -3.528 -0.1 0.1 0.0 0.32
O -10.449 -15.145 8.103 0.5 -0.4 -0.1 -0.52
H -0.356 -7.528 6.370 0.0 0.3 0.5 0.32
H 0.823 8.507 4.799 -0.3 0.1 0.0 0.33
H 1.412 -10.136 6.698 0.0 0.1 0.0 0.29
H -4.299 -11.868 13.322 0.0 -0.1 0.3 0.37
C -2.587 -10.399 14.896 -1.6 0.4 -0.9 -0.74
C -7.805 -1.086 11.680 -0.2 1.7 -1.1 -0.42
C 1.343 7.667 5.259 -0.3 1.3 0.5 0.30
H -10.404 -6.294 2.041 0.6 0.1 -0.7 0.32
C -3.175 2.184 -7.171 -0.9 2.5 -1.6 -0.37
H -7.525 4.705 4.106 -0.2 0.1 -0.2 0.28
C -0.673 1.419 12.149 1.2 0.6 0.6 -0.66
H -2.137 -11.216 15.461 0.5 0.5 0.4 0.33
H -2.473 -7.147 15.470 0.5 -0.1 0.0 0.28
H -10.097 -8.328 0.196 -0.2 0.6 0.0 0.34
H -3.176 -4.303 -9.928 0.2 -0.5 1.1 0.36
H -5.004 -6.406 5.835 -0.1 -0.1 -0.5 0.26
C -11.115 -7.115 1.944 2.2 -0.3 0.4 -0.49
H -2.621 3.724 -5.812 0.4 -0.1 0.1 0.30
H -9.003 -6.265 16.685 0.0 -0.1 -0.3 0.32
C -10.614 -7.815 16.953 2.7 -1.3 0.3 0.46
N -2.450 -2.808 -10.904 1.2 2.1 -0.7 -0.40
H -7.740 -2.127 11.996 0.0 0.0 -0.4 0.30
H -3.644 -10.429 15.159 -0.4 0.1 0.1 0.35
C -3.136 2.764 -5.803 1.3 -0.5 -0.2 -0.43
C -10.034 -3.920 -4.165 -1.5 0.2 1.4 -0.68
H -11.804 -5.387 -5.395 0.3 -0.2 0.1 0.31
N -4.413 -1.925 2.568 -0.4 0.4 -0.6 -0.61
H 0.432 0.848 -14.189 0.1 -0.1 0.4 0.26
H 4.390 10.852 5.849 0.6 -0.3 0.4 0.24
O -9.761 -8.310 14.622 1.2 -0.6 1.0 -0.37
H -7.085 4.597 1.497 0.2 -0.4 0.1 0.25
O 0.595 -7.587 6.258 0.2 0.4 -0.4 -0.52
C -9.503 -6.840 17.465 -0.4 0.3 -1.0 -1.32
H -13.089 -5.392 -4.193 0.3 0.1 0.6 0.24
H -0.729 -2.727 -12.138 0.5 -0.5 0.1 0.28
C -0.532 0.423 -13.910 -0.3 0.2 -0.3 -0.78
H -9.958 -6.088 18.110 -0.1 -0.1 0.2 0.39
H -11.589 -8.176 13.929 -0.7 0.5 -0.8 0.30
H 0.974 8.432 7.235 -0.2 0.2 0.0 0.35
O -0.425 -0.337 -12.721 -0.7 -0.2 -0.9 -0.27
C -10.025 -1.794 -2.650 -0.3 -0.6 0.3 -1.38
H -2.841 -3.323 3.038 0.1 -0.1 -0.2 0.19
H -6.532 2.340 2.988 0.1 -0.2 -0.1 0.30
H -12.619 -3.890 -5.023 -0.5 -0.1 -0.3 0.31
O 3.037 9.438 5.648 -1.5 -1.0 0.8 -0.31
C 0.827 7.499 6.691 1.0 0.9 0.2 -1.40
C -1.475 -3.824 -6.393 0.0 1.6 -0.6 -0.69
H -0.502 -4.315 -6.420 0.0 -0.3 -0.2 0.28
H -3.304 -11.944 11.922 0.2 -0.4 -0.1 0.34
H -8.926 -9.560 1.544 0.0 0.0 0.0 0.31
C -6.702 4.182 3.619 -1.9 -0.4 -0.5 -0.34
C -10.144 -8.918 15.945 -0.3 2.2 -2.4 -0.68
H -2.014 -4.122 -5.494 -0.5 -0.5 -0.6 0.26
H -5.073 -4.455 3.284 -0.1 0.0 -0.4 0.30
H -6.175 -5.064 5.712 0.0 0.0 -0.3 0.31
H -0.658 -11.904 13.465 -0.6 -0.4 0.1 0.25
H -3.964 -1.050 2.342 0.3 0.0 0.4 0.23
O -0.670 -9.847 6.711 0.2 -0.8 0.7 -0.52
H -0.291 4.352 13.176 0.3 -0.1 -0.1 0.34
H -8.731 0.475 12.436 0.1 0.1 -0.2 0.31
H -0.521 -4.132 -8.599 0.4 0.1 -0.8 0.27
H -2.379 3.189 14.024 0.4 -0.5 -1.0 0.26
H -1.308 -2.756 -6.259 0.6 0.3 0.5 0.28
H -11.402 -7.294 16.409 -0.3 0.1 0.7 0.25
C -2.436 -10.772 13.413 0.3 -0.1 1.0 0.66
C 0.569 -9.958 6.031 -0.4 1.2 -1.7 -0.31
H -4.112 2.978 -5.366 -0.2 -0.4 -0.1 0.27
C -1.667 -0.906 -12.264 1.2 0.5 1.9 -0.49
H -0.515 -10.335 13.690 0.3 0.3 -0.2 0.28
H -9.014 -3.744 -2.314 -0.2 0.3 0.4 0.33
H -10.987 -9.581 15.750 -0.2 -0.1 0.2 0.38
H -2.493 -7.605 13.768 0.5 -0.4 -0.2 0.28
H -8.480 -14.636 8.469 -0.2 0.0 0.3 0.30
C -6.341 4.817 2.263 -0.3 0.7 1.9 -0.37
H -2.679 3.025 16.086 -0.2 0.0 0.9 0.27
H -8.570 0.253 8.715 0.0 0.0 0.0 0.32
C -8.391 -0.939 10.244 -0.1 -0.9 0.3 -0.30
C -9.270 -3.043 -3.108 -0.2 -0.8 -0.8 0.41
O -5.100 4.361 1.886 1.5 -1.3 -1.7 -0.52
C -1.450 3.232 14.592 1.1 2.0 -0.3 0.50
C -9.792 -12.876 8.404 2.4 0.0 -0.5 -0.37
H -0.097 -8.472 4.553 -0.3 -0.4 0.0 0.28
N 0.973 6.460 4.543 0.8 0.2 0.0 -0.69
H -10.901 -2.038 -2.048 -0.1 -0.1 -0.2 0.31
H -3.778 -1.257 5.151 -0.3 -0.2 -0.2 0.32
H -2.834 -12.906 13.339 -0.1 0.0 0.1 0.34
O -7.223 2.827 3.444 0.8 1.1 0.3 -0.51
H -6.812 -0.636 11.644 0.3 0.0 0.4 0.27
N -11.039 -8.596 18.112 -1.0 0.1 0.7 -0.75
H -1.262 1.230 -13.844 0.0 0.3 0.4 0.31
C -12.249 -4.815 -4.581 0.7 1.2 -0.2 -0.77
O -2.072 -9.120 15.240 1.0 -0.6 0.1 -0.35
C -2.162 -3.936 -10.084 -0.5 -0.1 0.7 -0.62
H 0.290 4.641 14.782 -0.2 -0.5 0.4 0.33
C -9.340 -14.256 7.918 -1.2 -0.2 0.5 -0.36
C -1.429 -3.559 -8.789 -0.5 -0.9 2.3 -0.35
H -11.110 -14.850 7.472 -0.3 -0.1 0.0 0.30
O 0.174 1.874 13.221 -0.8 -0.1 1.0 -0.34
C -2.706 -7.956 14.777 -0.9 0.5 0.4 -0.75
C -1.236 -2.093 -11.411 -0.9 -0.8 -1.7 -0.60
H -0.223 7.212 6.749 0.2 -0.1 -0.2 0.35
O -4.246 1.279 -7.300 0.8 -1.0 -0.2 -0.48
O -11.304 -4.365 -3.594 0.3 -0.5 -0.2 -0.29
H -1.400 2.201 11.929 -0.1 -0.1 -0.4 0.29
O -12.304 -6.620 1.439 -0.7 -0.4 -0.9 -0.51
H -10.341 -7.234 12.928 0.0 -0.5 0.1 0.21
H -5.906 4.247 4.360 0.5 -0.3 -0.3 0.30
H -9.052 -14.298 6.868 0.1 0.5 -0.2 0.29
H -8.721 -7.337 18.039 -0.1 -0.3 -0.1 0.32
```
Positions in Å, forces in eV/Å.

Properties
ΔE to the lowest compared entry with this formula, charge and spin   707.24 kJ/mol
E_HOMO   -0.3296 Eh
E   -3557.98742 hartree
Net charge   0
Largest force on an atom   3.3 eV/Å